Entry from the Open Molecules 2025 dataset: 18 unconnected molecules or ions with the total composition C4H34BO25 in a non-equilibrium geometry (ωB97M-V/def2-TZVPD).

Each atom is followed by the atoms it is bonded to, with distances in Å.
Positions of all 64 atoms, in Å:
1 H 5.00276 2.26712 -2.18441  O38 0.959
2 H -3.83402 -3.17321 1.61600  O43 0.958
3 H -3.26311 1.28157 3.45769  O9 0.958
4 O 1.94608 0.07114 4.43551  H12 0.960, H45 0.960
5 O 1.00363 3.13307 1.62108  H36 0.958, H56 0.964
6 H 1.36955 -3.46175 5.02507  O47 0.959
7 O 2.66388 3.26269 -0.54777  H11 0.959, H58 0.962
8 O 0.33516 -0.30544 0.95233  B35 1.508, C48 1.289
9 O -3.86308 0.85725 4.07264  H3 0.958, H10 0.959
10 H -3.29349 0.33944 4.64525  O9 0.959
11 H 2.00286 3.06004 -1.21258  O7 0.959
12 H 2.20047 -0.12464 3.53029  O4 0.960
13 H 3.59369 -1.10976 1.34256  O26 0.958
14 H -0.04228 -2.56674 -5.50019  O24 0.958
15 C 1.03292 -0.67857 -2.35102  O18 1.211, O23 1.307, C62 1.535
16 H 1.20013 -1.73975 -5.22749  O24 0.960
17 H -2.42354 -3.75768 -0.81132  O59 0.958
18 O 1.58354 -1.26268 -3.25783  C15 1.211
19 H -3.48036 1.99869 -1.19870  O21 0.959
20 H 3.24862 -2.39419 -3.44753  O33 0.960
21 O -3.30344 1.92454 -2.13802  H19 0.959, H64 0.959
22 H -1.41453 -3.43128 -1.89542  O59 0.959
23 O 0.34792 -1.13571 -1.33562  C15 1.307, B35 1.501
24 O 0.85350 -2.42206 -5.80785  H14 0.958, H16 0.960
25 H -0.29378 1.49269 -5.45923  O27 0.959
26 O 3.13031 -0.55880 1.97524  H13 0.958, H39 0.961
27 O -0.21357 0.53882 -5.40955  H25 0.959, H28 0.959
28 H -0.95919 0.26216 -4.87377  O27 0.959
29 O 2.42079 3.74816 -5.67951  H44 0.959, H63 0.958
30 H 0.61686 2.72225 3.20834  O40 0.963
31 O -0.64412 -0.69245 2.97222  C48 1.215
32 H -0.87187 -2.00009 5.85459  O42 0.958
33 O 3.90610 -2.72692 -4.06276  H20 0.960, H52 0.958
34 O -6.50001 -0.47077 1.64310  H37 0.960, H54 0.959
35 B -0.16858 -0.04348 -0.44429  O8 1.508, O23 1.501, O49 1.490, O53 1.489
36 H 0.52638 3.94525 1.44421  O5 0.958
37 H -5.91384 -1.15180 1.30636  O34 0.960
38 O 4.48769 1.58010 -1.75788  H1 0.959, H51 0.960
39 H 2.20355 -0.65139 1.73718  O26 0.961
40 O 0.50916 2.53102 4.14647  H30 0.963, H41 0.962
41 H 0.73991 1.60251 4.24216  O40 0.962
42 O -1.64840 -1.63663 5.42766  H32 0.958, H46 0.960
43 O -4.60252 -2.64185 1.82771  H2 0.958, H57 0.961
44 H 1.80499 3.64748 -4.95129  O29 0.959
45 H 1.53225 -0.73713 4.74627  O4 0.960
46 H -1.34931 -1.40007 4.54644  O42 0.960
47 O 0.89522 -2.75595 4.58209  H6 0.959, H50 0.959
48 C -0.64080 -0.46560 1.77872  O8 1.289, O31 1.215, C61 1.553
49 O -1.65332 -0.05151 -0.31661  B35 1.490, C61 1.350
50 H 0.68671 -3.11108 3.71641  O47 0.959
51 H 4.11174 1.07621 -2.48286  O38 0.960
52 H 4.18280 -3.56550 -3.69046  O33 0.958
53 O 0.28750 1.20462 -1.11528  B35 1.489, C62 1.337
54 H -6.02369 0.34873 1.50074  O34 0.959
55 O 1.42776 1.58365 -3.05227  C62 1.209
56 H 1.59849 3.03404 0.86881  O5 0.964
57 H -4.27363 -1.73894 1.83652  O43 0.961
58 H 3.33052 2.57750 -0.65652  O7 0.962
59 O -2.34652 -3.60828 -1.75478  H17 0.958, H22 0.959
60 O -3.05984 -0.21267 1.51424  C61 1.225
61 C -1.95668 -0.24863 0.98350  C48 1.553, O49 1.350, O60 1.225
62 C 0.95846 0.84840 -2.21517  C15 1.535, O53 1.337, O55 1.209
63 H 3.03830 4.41797 -5.38180  O29 0.958
64 H -2.74271 2.67590 -2.33757  O21 0.959

Summary:
Energy above the lowest of the compared OMol25 structures with the same formula, charge and spin: 52.7 kcal per mole
Highest occupied orbital energy: -0.27356 Ha
Maximum force: 0.0529 hartree/bohr
Net charge: -1
LUMO: 0.057 Ha
Frontier orbital gap: 9.00 eV